1.
{"formula": "C23H52B2MgO12S4", "method": "ωB97M-V with the def2-TZVPD basis set", "symbols": ["Mg", "B", "H", "H", "H", "H", "B", "H", "H", "H", "H", "C", "C", "C", "O", "C", "O", "O", "H", "H", "H", "H", "H", "H", "C", "C", "O", "C", "H", "H", "H", "H", "H", "H", "C", "C", "C", "S", "O", "O", "C", "H", "H", "H", "H", "H", "H", "H", "H", "C", "C", "C", "S", "O", "O", "C", "H", "H", "H", "H", "H", "H", "H", "H", "C", "C", "C", "S", "O", "O", "C", "H", "H", "H", "H", "H", "H", "H", "H", "C", "C", "C", "S", "O", "O", "C", "H", "H", "H", "H", "H", "H", "H", "H"], "coordinates": [[0.4419, 2.8255, 0.0860], [1.8735, 4.2269, 0.6861], [1.3205, 3.6696, 1.5670], [2.4269, 3.4507, -0.0185], [0.9699, 4.7470, 0.0799], [2.5828, 5.0820, 1.1373], [0.8730, 0.8281, 0.4691], [0.7580, 1.5409, 1.4011], [0.7148, -0.3266, 0.7514], [0.0306, 1.1377, -0.3033], [2.0048, 1.0436, 0.0886], [-3.2965, -1.5968, -4.2339], [-2.3007, -1.3577, -3.1373], [-1.1827, -0.3662, -3.5349], [-1.2346, 0.6637, -2.5670], [-2.3074, 0.5070, -1.7671], [-2.6168, 1.2865, -0.9175], [-2.9627, -0.6307, -2.0606], [-3.5473, -0.6706, -4.7461], [-4.2002, -2.0800, -3.8666], [-2.8485, -2.2938, -4.9494], [-1.9124, -2.2686, -2.6850], [-1.3616, 0.0535, -4.5266], [-0.1981, -0.8281, -3.5779], [1.3343, -1.3611, 3.2772], [0.3065, -1.0695, 4.3303], [-0.7569, -1.6460, 4.4095], [0.6494, 0.0748, 5.2559], [1.5913, -0.3764, 2.8799], [0.9874, -1.9541, 2.4358], [2.1868, -1.8363, 3.7657], [0.0524, -0.0145, 6.1625], [0.3914, 1.0231, 4.7777], [1.7106, 0.0739, 5.5038], [-3.5245, -2.2166, 0.7856], [-2.0191, -2.3944, 1.0521], [-1.7193, -3.8564, 1.3520], [-3.1885, -4.7812, 0.8973], [-3.9999, -5.0231, 2.0631], [-2.8545, -5.8518, -0.0045], [-3.9377, -3.4263, -0.0176], [-3.6516, -1.2750, 0.2549], [-4.1178, -2.2208, 1.7034], [-1.7186, -1.7393, 1.8670], [-1.4357, -2.0540, 0.1932], [-1.3893, -4.0940, 2.3604], [-0.9445, -4.2662, 0.7005], [-4.9914, -3.6486, -0.1617], [-3.4357, -3.4240, -0.9901], [3.4112, -2.4141, -1.6667], [4.5750, -3.3931, -1.5822], [4.1029, -4.4963, -0.6590], [3.2962, -3.6360, 0.6982], [4.2560, -3.3707, 1.7365], [2.0551, -4.2995, 1.0067], [2.9502, -2.1250, -0.2182], [2.5534, -2.7557, -2.2520], [3.6598, -1.4492, -2.1155], [5.4146, -2.8518, -1.1382], [4.8784, -3.7862, -2.5514], [4.8474, -5.1916, -0.2834], [3.2716, -5.0556, -1.0955], [3.5178, -1.2927, 0.1895], [1.8903, -1.8964, -0.1942], [4.2664, 3.3980, -2.4857], [3.7418, 4.2532, -3.6519], [2.2367, 4.1156, -3.7501], [1.8257, 2.5295, -3.0319], [1.4486, 1.5957, -4.0581], [0.9695, 2.7329, -1.8886], [3.4716, 2.1126, -2.4442], [4.1091, 3.9726, -1.5720], [5.3247, 3.1918, -2.6238], [4.2130, 4.0016, -4.6062], [4.0079, 5.3011, -3.5100], [1.7749, 4.1963, -4.7305], [1.7218, 4.8452, -3.1196], [3.8101, 1.4305, -3.2264], [3.3584, 1.6184, -1.4830], [-4.2733, 1.6617, 2.9405], [-4.5287, 2.9473, 2.1516], [-3.3550, 3.8477, 2.5240], [-1.9365, 2.7563, 2.5470], [-1.2003, 2.9149, 3.7693], [-1.1959, 2.8525, 1.3094], [-2.8723, 1.2313, 2.5493], [-4.9939, 0.8567, 2.7944], [-4.3754, 1.8958, 4.0073], [-5.4878, 3.4217, 2.3383], [-4.4401, 2.7254, 1.0824], [-3.4069, 4.1626, 3.5685], [-3.1680, 4.7075, 1.8868], [-2.3729, 0.4603, 3.1288], [-2.9054, 0.9912, 1.4810]], "e_homo_ev": -9.1, "relative_energy_kcal_mol": 0.0, "spin_multiplicity": 1, "mol_weight_g_mol": 694.9}

***

2.
{"formula": "C23H52Cl10O9", "method": "ωB97M-V with the def2-TZVPD basis set", "symbols": ["C", "C", "C", "O", "C", "H", "H", "H", "H", "H", "H", "H", "H", "C", "C", "C", "O", "C", "H", "H", "H", "H", "H", "H", "H", "H", "C", "C", "C", "O", "C", "H", "H", "H", "H", "H", "H", "H", "H", "C", "C", "O", "O", "H", "H", "H", "H", "H", "H", "C", "C", "O", "O", "H", "H", "H", "H", "H", "H", "C", "C", "O", "O", "H", "H", "H", "H", "H", "H", "C", "Cl", "Cl", "H", "H", "C", "Cl", "Cl", "H", "H", "C", "Cl", "Cl", "H", "H", "C", "Cl", "Cl", "H", "H", "C", "Cl", "Cl", "H", "H"], "coordinates": [[7.3282, -0.8967, -2.3701], [8.0306, -1.2439, -1.1478], [8.2836, 0.0937, -0.4349], [7.2076, 0.9023, -0.8560], [6.7984, 0.5037, -2.1690], [6.4352, -1.4921, -2.5600], [8.0359, -0.9250, -3.1987], [8.9881, -1.7363, -1.3174], [7.2977, -1.8494, -0.6145], [9.2640, 0.5058, -0.6739], [8.4280, -0.0410, 0.6371], [7.1832, 1.2896, -2.8191], [5.7136, 0.5488, -2.0731], [-0.2977, -6.8973, 2.3493], [0.1976, -5.5068, 2.0087], [0.8757, -5.6723, 0.6556], [0.0350, -6.5635, 0.0145], [-0.6767, -7.4128, 0.9647], [-1.1580, -6.8401, 3.0162], [0.4826, -7.4861, 2.8316], [0.7816, -5.0971, 2.8329], [-0.6044, -4.7719, 1.9396], [1.7834, -6.2524, 0.8220], [1.0519, -4.7645, 0.0786], [-0.3370, -8.4463, 1.0325], [-1.7376, -7.4806, 0.7238], [-6.5256, -0.9754, 6.8773], [-5.1901, -1.1655, 7.4592], [-4.6108, -2.1466, 6.4907], [-5.0601, -1.6338, 5.2112], [-6.3557, -1.0771, 5.3615], [-6.9121, 0.0255, 7.0693], [-7.3135, -1.6384, 7.2346], [-5.2646, -1.5112, 8.4902], [-4.6509, -0.2203, 7.5219], [-4.9832, -3.1467, 6.7124], [-3.5248, -2.2008, 6.5667], [-7.1945, -1.6233, 4.9300], [-6.3872, -0.0951, 4.8895], [0.5147, -0.3401, -7.2952], [-0.5394, -1.1428, -8.0296], [-0.1815, -2.4947, -8.3517], [0.5222, -0.8126, -5.9659], [0.3408, 0.7337, -7.3645], [1.5288, -0.5683, -7.6232], [-0.4939, -0.6666, -9.0091], [-1.5750, -1.0338, -7.7076], [-0.4902, -3.0229, -7.6119], [-0.3238, -1.2123, -5.7513], [0.4977, 1.6798, 0.8351], [-0.7817, 1.9584, 1.6021], [-1.8265, 1.1420, 1.0385], [1.6262, 2.2546, 1.4848], [0.5071, 2.0987, -0.1711], [0.6089, 0.5978, 0.7640], [-1.0916, 2.9975, 1.4911], [-0.6546, 1.6191, 2.6301], [-2.2181, 0.7547, 1.8249], [2.4404, 1.9300, 1.0933], [-4.0705, -3.9086, -3.4028], [-3.6924, -4.9531, -4.4836], [-2.2479, -5.0933, -4.5727], [-3.4504, -2.6767, -3.7472], [-3.8215, -4.3133, -2.4218], [-5.1324, -3.7043, -3.2654], [-3.9142, -4.6880, -5.5173], [-4.1833, -5.9112, -4.3129], [-1.9587, -5.1851, -3.6620], [-3.7363, -2.0945, -3.0394], [-6.1332, 6.3679, 2.8975], [-6.8300, 5.6923, 4.3757], [-5.3545, 7.8974, 3.2691], [-5.4360, 5.6336, 2.4939], [-6.8773, 6.4619, 2.1065], [-3.7093, 5.8608, -3.9207], [-5.3644, 6.5503, -4.0636], [-3.0248, 5.4279, -5.4643], [-3.1629, 6.6093, -3.3468], [-3.8191, 4.9594, -3.3178], [6.7153, 6.9979, 1.1570], [7.0849, 8.5611, 0.3446], [8.0599, 6.3527, 2.2026], [5.8374, 7.1679, 1.7803], [6.4106, 6.2759, 0.3995], [2.2598, 9.4330, -3.4342], [0.8156, 10.0907, -4.2160], [2.0419, 7.7447, -3.1586], [3.1355, 9.5420, -4.0739], [2.3097, 9.9537, -2.4779], [3.4924, -0.6574, 6.4235], [2.1300, -0.2745, 7.5139], [4.6461, 0.7018, 6.4119], [3.9700, -1.5748, 6.7674], [3.1823, -0.7788, 5.3856]], "e_homo_ev": -9.6, "smiles": "C1CCOC1.C1CCOC1.C1CCOC1.ClCCl.ClCCl.ClCCl.ClCCl.ClCCl.OCCO.OCCO.OCCO", "spin_multiplicity": 1, "mol_weight_g_mol": 827.2}

***

3.
{"formula": "C23H52F21HfN4O9P3S2", "method": "ωB97M-V with the def2-TZVPD basis set", "symbols": ["Hf", "S", "O", "O", "O", "O", "C", "C", "O", "N", "H", "H", "C", "H", "H", "H", "H", "H", "H", "C", "C", "O", "N", "H", "H", "C", "H", "H", "H", "H", "H", "H", "C", "C", "C", "N", "C", "C", "C", "C", "C", "H", "H", "H", "H", "H", "H", "H", "H", "H", "H", "H", "H", "H", "H", "H", "H", "H", "H", "C", "C", "C", "N", "C", "C", "C", "C", "C", "H", "H", "H", "H", "H", "H", "H", "H", "H", "H", "H", "H", "H", "H", "H", "H", "H", "H", "C", "F", "F", "F", "S", "O", "O", "O", "P", "F", "F", "F", "F", "F", "F", "P", "F", "F", "F", "F", "F", "F", "P", "F", "F", "F", "F", "F", "F"], "coordinates": [[-0.7454, -3.7215, -0.2648], [0.7924, -1.6011, 0.0622], [1.5637, -0.4511, 0.3575], [-0.4630, -1.3958, -0.5470], [1.3651, -2.6464, -0.7088], [0.3687, -2.4432, 1.1274], [0.0048, -0.4348, 3.6745], [1.3288, -0.8057, 4.3718], [1.8226, -1.9168, 4.5451], [2.0957, 0.3647, 5.0163], [1.5630, 1.2121, 5.1515], [2.4635, 0.0160, 5.8899], [3.2732, 0.6664, 3.9871], [-0.4919, -1.3584, 3.3773], [0.0815, 0.1241, 2.7418], [-0.5548, 0.1506, 4.4041], [2.8597, 0.8524, 2.9958], [3.9957, -0.1480, 4.0409], [3.8141, 1.4959, 4.4425], [-2.2353, 1.3228, -2.5168], [-3.6095, 1.0669, -3.2403], [-4.6461, 1.6425, -2.9365], [-3.6133, 0.0905, -4.4402], [-3.8696, 0.6399, -5.2480], [-2.7397, -0.3291, -4.7247], [-4.6881, -1.0127, -4.2588], [-1.5487, 1.1822, -3.3516], [-2.1223, 0.5716, -1.7351], [-2.1867, 2.3102, -2.0577], [-4.9016, -1.3876, -5.2597], [-5.6612, -0.5801, -4.0264], [-4.1778, -1.5676, -3.4715], [1.7952, 3.7931, 1.1756], [0.9056, 2.5748, 1.4401], [-0.5083, 2.4856, 0.7360], [-1.7011, 3.2116, 1.4169], [-1.4044, 4.7502, 1.3917], [-3.0575, 2.9242, 0.7654], [-4.1216, 3.3266, 1.7529], [-3.5970, 2.9593, 3.1329], [-2.0631, 2.8480, 2.9204], [1.5233, 4.2224, 0.2113], [2.8510, 3.5262, 1.2212], [1.7222, 4.4464, 2.0451], [0.6576, 2.5497, 2.5012], [1.3863, 1.6314, 1.1810], [-0.8180, 1.4572, 0.5497], [-0.5350, 2.8218, -0.3006], [-0.6652, 4.9414, 2.1696], [-2.3210, 5.3163, 1.5577], [-1.0714, 5.0293, 0.3920], [-3.2055, 3.4323, -0.1875], [-3.0046, 1.8523, 0.5747], [-4.2371, 4.4000, 1.6026], [-5.1010, 2.8573, 1.6600], [-3.8530, 3.8009, 3.7766], [-3.9995, 2.0233, 3.5202], [-1.5749, 3.4877, 3.6556], [-1.7727, 1.8033, 3.0316], [4.9625, -0.2768, 0.7987], [4.6315, 0.8003, -0.2788], [4.2005, 0.0349, -1.5873], [3.7465, 1.0664, -2.6088], [4.8918, 1.8713, -3.2002], [2.6202, 2.0786, -2.1438], [1.6805, 2.4357, -3.2930], [1.9576, 1.4317, -4.3680], [2.8948, 0.3525, -3.7161], [4.5269, -1.2757, 0.7732], [4.6795, 0.0935, 1.7840], [6.0165, -0.5544, 0.7895], [5.5703, 1.3533, -0.2487], [3.8105, 1.3448, 0.1877], [3.3385, -0.5820, -1.3334], [4.9626, -0.6155, -2.0166], [5.5394, 2.2394, -2.4045], [4.4478, 2.6894, -3.7674], [5.4585, 1.2223, -3.8677], [3.0788, 2.9537, -1.6834], [2.0624, 1.4868, -1.4179], [1.8845, 3.4420, -3.6590], [0.7481, 2.5129, -2.7339], [2.3882, 1.8623, -5.2720], [1.0117, 0.9676, -4.6473], [3.4509, -0.1976, -4.4752], [2.1484, -0.3026, -3.2669], [-4.9506, -2.0940, 1.7006], [-5.5911, -2.8822, 0.8274], [-5.8047, -1.1272, 2.0326], [-4.5965, -2.7909, 2.8585], [-3.3673, -1.3047, 0.8956], [-4.0226, -0.4643, -0.1259], [-2.7158, -0.4771, 1.9004], [-2.5398, -2.4078, 0.3169], [-0.6409, -2.2967, -3.8981], [-0.1334, -0.7794, -3.4257], [-1.3934, -1.4736, -5.1197], [0.7789, -2.5178, -4.7143], [-1.1560, -3.6969, -4.5012], [-0.0992, -3.1018, -2.6084], [-1.9071, -2.0872, -2.8595], [2.3123, -5.5049, 1.6732], [0.9491, -5.0016, 0.9415], [3.1623, -5.5943, 0.2476], [2.8403, -4.0382, 1.9786], [3.6254, -6.0657, 2.5152], [1.4364, -5.4215, 2.9968], [1.8076, -7.0332, 1.3532], [-2.2727, -5.8731, 1.6583], [-3.2457, -5.6228, 2.9235], [-1.1586, -6.6699, 2.4403], [-3.1397, -7.1948, 1.2078], [-1.3401, -5.9433, 0.3553], [-3.3435, -4.9365, 0.8510], [-1.5694, -4.4147, 1.9439]], "e_homo_ev": [-7.7, -10.9], "total_charge": 1, "spin_multiplicity": 2, "mol_weight_g_mol": 1263.2}